No. 1
62
Properties=species:S:1:pos:R:3:nbo_charge:R:1 method="wB97M-V/def2-TZVPD" total_charge=-1 homo_lumo_gap_ev="8.104 / 7.878" spin_multiplicity=2 de_lowest_ev=0.007 homo_ev="-6.475 / -6.363" e_lumo_ev="1.629 / 1.515" e_tot_ev=-137256.9257
Rb 0.933 -0.494 0.455 0.947
C 4.442 1.050 2.469 -0.712
C 3.166 0.441 2.992 0.696
O 2.802 -0.676 2.651 -0.660
N 2.443 1.213 3.848 -0.598
C 1.042 0.932 4.092 -0.286
C 0.131 1.769 3.217 0.220
C -1.197 1.977 3.577 -0.247
C -2.009 2.705 2.729 -0.159
C -1.467 3.230 1.561 -0.270
C -0.131 2.988 1.300 0.036
N 0.655 2.264 2.098 -0.480
H 5.212 0.283 2.425 0.239
H 4.787 1.894 3.065 0.202
H 4.253 1.387 1.447 0.260
H 2.709 2.185 3.872 0.388
H 0.800 1.099 5.142 0.207
H 0.853 -0.126 3.895 0.289
H -1.581 1.527 4.483 0.240
H -3.055 2.854 2.968 0.218
H -2.064 3.800 0.863 0.222
H 0.342 3.382 0.406 0.196
Br -0.613 2.228 -2.131 0.091
C -1.515 1.150 -3.386 -0.057
C -1.665 1.556 -4.677 -0.243
C -2.351 0.724 -5.590 -0.202
C -2.860 -0.479 -5.197 -0.183
C -2.709 -0.925 -3.861 -0.071
C -3.207 -2.174 -3.407 -0.194
C -3.041 -2.583 -2.115 -0.192
C -2.359 -1.761 -1.175 -0.352
C -1.899 -0.584 -1.637 0.184
C -2.024 -0.091 -2.938 -0.116
H -1.255 2.503 -4.999 0.228
H -2.463 1.055 -6.615 0.212
H -3.381 -1.114 -5.903 0.208
H -3.726 -2.807 -4.117 0.208
H -3.427 -3.542 -1.794 0.215
H -2.218 -2.060 -0.141 0.269
O -1.436 -1.126 4.150 -0.737
C -1.880 -0.996 2.999 0.763
O -1.263 -1.101 1.909 -0.826
C -3.381 -0.708 2.878 -0.117
C -4.213 -0.908 3.973 -0.188
C -5.572 -0.659 3.882 -0.204
C -6.078 -0.188 2.681 -0.007
C -5.271 0.036 1.577 -0.209
C -3.918 -0.235 1.684 -0.140
N -7.518 0.080 2.576 0.534
O -7.953 0.446 1.500 -0.392
O -8.222 -0.203 3.529 -0.396
H -3.765 -1.262 4.892 0.242
H -6.240 -0.821 4.715 0.238
H -5.705 0.407 0.660 0.240
H -3.254 -0.080 0.844 0.231
F 2.568 1.096 -1.158 -0.614
P 2.963 0.021 -2.336 2.600
F 1.406 -0.501 -2.312 -0.612
F 3.294 -1.064 -1.160 -0.604
F 3.318 -1.067 -3.458 -0.583
F 2.580 1.109 -3.453 -0.585
F 4.483 0.541 -2.300 -0.585



No. 2
62
Properties=species:S:1:pos:R:3:nbo_charge:R:1 method="wB97M-V/def2-TZVPD" total_charge=-1 homo_lumo_gap_ev="8.034 / 7.369" spin_multiplicity=2 de_lowest_ev=0.202 homo_ev="-6.218 / -6.218" e_lumo_ev="1.815 / 1.151" e_tot_ev=-137256.7302
Rb 0.317 1.340 1.129 0.936
C 2.544 1.665 4.955 -0.713
C 2.047 0.598 4.008 0.687
O 2.452 0.520 2.857 -0.666
N 1.113 -0.236 4.527 -0.600
C 0.378 -1.244 3.769 -0.281
C -1.101 -0.963 3.848 0.215
C -1.935 -1.698 4.681 -0.255
C -3.273 -1.347 4.772 -0.168
C -3.732 -0.269 4.036 -0.268
C -2.830 0.402 3.222 0.055
N -1.551 0.060 3.119 -0.440
H 3.513 2.014 4.609 0.235
H 2.626 1.299 5.979 0.207
H 1.843 2.501 4.932 0.257
H 0.799 -0.041 5.463 0.387
H 0.598 -2.240 4.156 0.201
H 0.695 -1.221 2.727 0.297
H -1.537 -2.538 5.236 0.214
H -3.945 -1.907 5.411 0.209
H -4.764 0.051 4.083 0.216
H -3.144 1.254 2.628 0.210
Br -1.837 1.858 -1.868 0.102
C -0.753 1.468 -3.367 -0.041
C -1.325 1.186 -4.572 -0.244
C -0.507 0.866 -5.678 -0.199
C 0.851 0.819 -5.552 -0.208
C 1.470 1.108 -4.312 0.043
C 2.876 1.040 -4.132 -0.225
C 3.455 1.314 -2.927 -0.186
C 2.657 1.693 -1.813 -0.335
C 1.327 1.742 -2.013 0.211
C 0.652 1.458 -3.203 -0.237
H -2.401 1.192 -4.673 0.230
H -0.974 0.622 -6.623 0.222
H 1.473 0.539 -6.393 0.215
H 3.488 0.753 -4.978 0.213
H 4.529 1.249 -2.808 0.217
H 3.117 1.920 -0.859 0.238
O 0.099 -3.503 1.096 -0.731
C 0.116 -2.548 0.307 0.755
O 0.265 -1.327 0.572 -0.821
C -0.045 -2.892 -1.182 -0.108
C 0.069 -1.899 -2.146 -0.145
C -0.090 -2.189 -3.490 -0.162
C -0.379 -3.495 -3.849 -0.019
C -0.498 -4.511 -2.913 -0.209
C -0.323 -4.197 -1.576 -0.184
N -0.569 -3.810 -5.270 0.533
O -0.751 -4.974 -5.579 -0.397
O -0.384 -2.920 -6.082 -0.402
H 0.286 -0.894 -1.815 0.215
H 0.000 -1.430 -4.252 0.222
H -0.726 -5.515 -3.239 0.236
H -0.405 -4.951 -0.804 0.242
F -0.158 3.418 3.132 -0.612
P -0.847 4.630 2.269 2.601
F -1.921 3.541 1.687 -0.606
F 0.144 4.254 1.024 -0.608
F -1.523 5.789 1.390 -0.584
F -1.827 4.949 3.502 -0.586
F 0.260 5.650 2.839 -0.587